ORCA calculation (the ωB97M-V functional and the def2-TZVPD basis) on C31H99N27O16 as an isolated structure in a non-equilibrium geometry.

## Properties
Max |F|, eV Å⁻¹: 13.57
LUMO, eV: -0.40
ΔE to the lowest compared entry with this formula, charge and spin, eV: 73.823
Gap between HOMO and LUMO, eV: 5.76
HOMO, eV: -6.16

Each line ends with the Mulliken charge.
Atoms and positions in Å:
C1 -3.63314 4.98320 1.06255  -1.48
C2 -4.51213 3.80422 1.34042  0.90
C3 -3.72392 2.68439 2.07218  -2.27
O1 -2.81448 2.28001 1.05452  -0.27
C4 -1.50651 2.41653 1.54143  -1.49
N1 -5.61804 4.18744 2.16017  -0.74
H1 -4.22962 5.86913 0.84474  0.43
H2 -3.07526 4.90117 0.12974  0.16
H3 -3.00340 5.22311 1.91927  0.30
H4 -4.88295 3.34009 0.42654  0.38
H5 -4.29925 1.79151 2.31684  0.57
H6 -3.36752 3.08015 3.02321  0.71
H7 -0.81730 1.90968 0.86600  0.23
H8 -1.47893 1.91141 2.50694  1.53
H9 -1.29667 3.48265 1.62775  0.21
H10 -5.86237 3.29767 2.57090  0.31
H11 -6.39326 4.46840 1.57691  0.30
C5 1.49595 0.93857 -1.61719  1.74
C6 0.96477 0.86547 -0.19350  -0.51
C7 0.39234 -0.49705 0.17283  -0.18
O2 -0.40745 -0.54800 1.38162  0.85
C8 -0.78868 -1.84695 1.80048  -0.22
N2 1.82031 1.48159 0.73556  0.41
H12 2.08800 1.79519 -1.93932  0.14
H13 0.64258 0.93787 -2.29532  -0.75
H14 2.14742 0.07810 -1.76975  -0.25
H15 0.06145 1.45370 -0.35503  -0.01
H16 1.23456 -1.17467 0.31285  -0.08
H17 -0.18608 -0.96047 -0.62639  0.15
H18 0.07894 -2.25465 2.31925  -1.09
H19 -1.21426 -2.46438 1.00943  0.52
H20 -1.43543 -1.67299 2.66045  -0.41
H21 1.41185 1.29690 1.64063  0.12
H22 2.66018 0.92378 0.79522  -0.64
C9 -2.78463 0.55624 4.68118  -0.38
C10 -3.42673 -0.75914 4.37424  -0.35
C11 -2.95347 -1.52363 3.02669  0.89
O3 -3.84132 -2.63335 2.97436  -0.59
C12 -3.45954 -3.51099 1.91909  -0.46
N3 -3.36692 -1.57587 5.55588  -0.89
H23 -1.74167 0.38800 4.94956  0.14
H24 -3.25721 1.05184 5.52919  0.63
H25 -3.01530 1.31645 3.93488  -0.64
H26 -4.47650 -0.52764 4.19402  0.82
H27 -1.89617 -1.76560 3.13475  0.99
H28 -2.96278 -0.84230 2.17592  -1.27
H29 -2.45170 -3.91384 2.01941  -0.93
H30 -3.52796 -3.00146 0.95794  0.79
H31 -4.10571 -4.38696 1.86215  0.41
H32 -2.51780 -1.34164 6.05008  0.21
H33 -3.09240 -2.48504 5.21216  0.49
C13 2.26450 -3.39396 0.57318  -0.48
C14 2.51211 -4.74676 1.16690  0.72
C15 1.24741 -5.63231 0.93855  -1.38
O4 0.14055 -4.97999 1.64715  -0.15
C16 -0.97347 -5.73454 2.17603  -0.80
N4 3.60500 -5.32182 0.43886  -0.76
H34 2.14083 -3.50766 -0.50379  -0.29
H35 3.13375 -2.78702 0.82641  1.14
H36 1.44853 -2.87118 1.07217  -0.55
H37 2.73922 -4.86968 2.22587  0.57
H38 1.39449 -6.54955 1.50875  0.52
H39 1.02092 -6.00266 -0.06128  0.34
H40 -0.55353 -6.17261 3.08149  0.28
H41 -1.37507 -6.40586 1.41699  0.39
H42 -1.81197 -5.09466 2.45093  0.56
H43 3.92801 -6.15880 0.90279  0.32
H44 4.28617 -4.57612 0.44611  0.23
C17 -2.71941 -1.15683 0.15545  1.22
C18 -3.42666 -0.55338 -1.05301  -0.70
C19 -3.03584 0.92182 -1.38549  1.66
O5 -3.88689 1.52970 -2.32904  -0.62
C20 -3.51898 2.90779 -2.47733  -0.01
N5 -3.22586 -1.45576 -2.15393  -0.44
H45 -2.93635 -0.57754 1.05293  -0.76
H46 -1.64103 -1.09728 0.00831  -0.83
H47 -2.87960 -2.21430 0.36565  0.11
H48 -4.50592 -0.61248 -0.91228  0.89
H49 -2.01914 0.78748 -1.75477  -1.25
H50 -2.95083 1.46761 -0.44581  0.07
H51 -4.41189 3.38579 -2.88021  0.43
H52 -2.56007 3.18343 -2.91622  -0.12
H53 -3.39442 3.29538 -1.46621  -0.44
H54 -3.62526 -0.83734 -2.84540  0.69
H55 -2.24894 -1.58499 -2.37538  -0.67
C21 3.24278 -2.03670 -2.38245  -1.00
O6 4.19565 -1.26624 -2.41859  -0.62
N6 2.29846 -1.96010 -1.52266  0.86
N7 3.15701 -3.16005 -3.03684  -0.04
H56 2.35435 -1.20716 -0.85180  -2.56
H57 1.60187 -2.68794 -1.59419  0.93
H58 3.92755 -3.37963 -3.65179  0.35
H59 2.44045 -3.87044 -2.99244  0.16
C22 -1.09517 1.11672 -4.14438  -0.28
O7 -0.82560 1.29240 -2.97727  -0.46
N8 -0.63104 0.06374 -4.77246  -0.50
N9 -1.92725 1.87871 -4.81696  -0.19
H60 -0.95714 -0.00771 -5.72569  0.26
H61 -0.03311 -0.58949 -4.28678  -0.22
H62 -2.35630 2.64966 -4.32539  0.27
H63 -2.02419 1.71260 -5.80848  0.24
C23 2.68671 3.35509 -4.03998  0.57
O8 2.79504 2.20685 -4.29894  -0.81
N10 2.81982 4.25160 -4.92111  -0.30
N11 2.65064 3.88540 -2.82375  0.00
H64 2.78652 3.90322 -5.86854  0.33
H65 3.00363 5.22065 -4.70374  0.25
H66 2.54056 3.24418 -2.05121  -1.45
H67 2.34552 4.83138 -2.64454  0.45
C24 -0.59684 -3.15667 4.49806  0.07
O9 -1.13082 -4.18646 4.85810  -0.83
N12 -0.69055 -2.02550 5.09173  -0.27
N13 0.05921 -3.06244 3.35292  0.71
H68 -0.38641 -1.13115 4.73434  0.50
H69 -1.10404 -2.02344 6.01321  0.53
H70 0.48299 -2.21143 3.01192  0.17
H71 0.11377 -3.94076 2.85727  0.67
C25 -1.59039 -3.73715 -0.42690  -0.27
O10 -2.47501 -3.75574 0.39640  -0.50
N14 -1.53196 -3.11041 -1.58596  -0.34
N15 -0.39558 -4.17652 -0.12977  -0.60
H72 -0.85687 -3.41012 -2.27482  0.13
H73 -2.36128 -2.57844 -1.80812  0.89
H74 0.18448 -4.18008 -0.95658  0.18
H75 -0.11340 -4.59760 0.74382  0.68
C26 3.05342 4.05379 -0.13335  0.49
O11 4.21357 4.38858 -0.16562  -0.84
N16 2.51651 2.88580 -0.30173  0.72
N17 2.10373 4.88377 0.06828  -0.30
H76 1.51679 2.79563 -0.18976  -0.38
H77 3.04487 2.03001 -0.39433  1.68
H78 1.16109 4.52936 -0.00870  0.51
H79 2.39553 5.79969 0.37821  0.38
C27 0.02057 3.24961 -1.39561  -0.68
O12 0.49304 3.97531 -0.50526  -0.90
N18 0.48390 2.94456 -2.54424  0.11
N19 -1.00966 2.59451 -1.21592  0.84
H80 0.12473 2.20575 -3.13182  -1.02
H81 1.34391 3.40569 -2.80468  0.53
H82 -1.48886 2.71982 -0.33571  -1.54
H83 -1.18825 1.92562 -1.95130  1.95
C28 1.68557 -0.31064 -4.34909  1.11
O13 1.07490 -1.39470 -4.33404  -0.80
N20 1.51180 0.65931 -5.13454  -0.34
N21 2.65400 0.00836 -3.61114  -0.47
H84 2.25102 1.34527 -5.19023  0.18
H85 0.76775 0.81110 -5.80046  0.44
H86 2.93615 0.97807 -3.62389  0.23
H87 3.03412 -0.55474 -2.86379  0.56
C29 4.35843 1.62845 -1.65070  0.57
O14 3.83275 1.37272 -0.59743  -0.48
N22 4.77503 0.76213 -2.50633  -0.14
N23 4.71525 2.80378 -1.97319  0.02
H88 4.38460 -0.16909 -2.48421  -0.25
H89 5.36032 1.20577 -3.19967  0.36
H90 5.21586 2.86638 -2.84815  0.41
H91 4.27336 3.62326 -1.58168  0.31
C30 3.96815 -0.50945 1.04924  0.07
O15 4.19750 -1.37745 1.83006  -0.77
N24 3.85584 0.74241 1.28195  0.10
N25 3.87856 -0.66728 -0.24958  0.40
H92 3.86609 1.40135 0.51657  0.54
H93 4.00816 0.94222 2.26021  0.44
H94 3.94533 -1.59077 -0.65307  0.47
H95 3.88855 0.13650 -0.86109  -0.01
C31 0.39808 0.35358 3.70782  -0.83
O16 0.03699 -0.70671 4.00880  -0.55
N26 1.09162 1.14698 4.48927  -0.32
N27 0.15388 1.04015 2.66645  -1.03
H96 1.51855 2.00500 4.17048  0.22
H97 1.05388 0.76225 5.42236  0.29
H98 0.42268 2.01190 2.60694  0.57
H99 -0.23818 0.51255 1.89961  -0.04

Cartesian forces (eV/Å) of the 3 atoms listed first:
0.13 0.83 -0.82
0.24 -0.99 0.26
-1.45 0.81 -1.84

ORCA calculation (the ωB97M-V functional and the def2-TZVPD basis) on C6H12FO6Rb2 as an isolated structure in a non-equilibrium geometry.

## Properties
Max |F|, eV Å⁻¹: 4.52
Net charge: +1
LUMO, eV: -3.05
ΔE to the lowest compared entry with this formula, charge and spin, eV: 0.000
Gap between HOMO and LUMO, eV: 9.64
HOMO, eV: -12.69

Each line ends with the natural charge from an NBO analysis.
Atoms and positions in Å:
Rb1 2.22927 0.62664 -3.51198  0.99
Rb2 4.50968 0.98367 0.86160  0.99
F1 2.62971 1.92193 -0.94496  -0.99
C1 0.66775 1.62520 1.59677  -0.26
O1 0.37424 0.67663 2.59325  -0.48
C2 1.22405 -0.32989 2.79817  1.00
O2 2.44125 -0.43133 2.54198  -0.72
O3 0.58988 -1.16679 3.59197  -0.48
C3 1.12280 -2.39968 3.96341  -0.26
H1 0.02027 2.48418 1.77295  0.21
H2 0.52001 1.33116 0.55763  0.20
H3 1.69835 1.95728 1.72195  0.18
H4 1.79356 -2.18929 4.79643  0.20
H5 1.58397 -2.97264 3.15896  0.19
H6 0.27972 -2.95174 4.37880  0.21
C4 -0.39051 -0.45822 -1.12312  -0.25
O4 -1.40911 -0.01388 -2.03266  -0.53
C5 -1.40353 -0.25826 -3.37549  1.02
O5 -0.34266 -0.67726 -3.90931  -0.70
O6 -2.56853 0.15569 -4.00630  -0.48
C6 -3.57412 0.84841 -3.29533  -0.27
H7 -0.53843 -0.24243 -0.06499  0.22
H8 0.61108 -0.08517 -1.33703  0.17
H9 -0.30371 -1.54343 -1.17685  0.20
H10 -4.17083 1.13079 -4.16268  0.21
H11 -3.34445 1.73429 -2.70325  0.20
H12 -4.24980 0.24417 -2.68997  0.20

Cartesian forces (eV/Å) of the 3 atoms listed first:
-0.03 0.34 0.34
-0.58 0.17 -0.16
0.33 -0.83 -0.25

ORCA calculation (the ωB97M-V functional and the def2-TZVPD basis) on a 2-piece molecular cluster, C5H9N2 overall in a non-equilibrium geometry.

## Properties
Max |F|, eV Å⁻¹: 5.25
Net charge: +1
LUMO (spin up / spin down), eV: -7.08 / -4.94
ΔE to the lowest compared entry with this formula, charge and spin, eV: 10.218
Gap between HOMO and LUMO (spin up / spin down), eV: 8.27 / 10.48
HOMO (spin up / spin down), eV: -15.35 / -15.42

Each line ends with the natural charge from an NBO analysis.
Atoms and positions in Å:
C1 1.34695 -0.69055 -0.54363  0.00
C2 -0.04149 1.21252 0.18899  -0.25
C3 1.40494 -0.69946 0.88794  0.30
C4 -0.87452 -0.11429 0.26868  -0.08
C5 -1.87424 -0.21460 -0.82404  -0.63
N1 1.29421 0.60322 0.18419  -0.42
N2 0.19138 -1.16017 0.27999  -0.35
H1 2.01824 -1.05069 -1.32360  0.29
H2 -0.12349 1.77847 -0.70900  0.24
H3 -0.11041 1.73033 1.11226  0.24
H4 2.41461 -1.76114 2.65987  0.22
H5 -1.51398 -0.30839 1.26156  0.25
H6 -1.51188 0.22441 -1.80590  0.21
H7 -2.70294 0.40680 -0.74745  0.25
H8 -2.07903 -1.26517 -0.91425  0.25
H9 2.16166 1.30871 0.02438  0.48

Cartesian forces (eV/Å) of the 3 atoms listed first:
0.16 -0.82 1.43
-0.07 -2.03 1.16
-0.39 -0.81 0.34

ORCA calculation (the ωB97M-V functional and the def2-TZVPD basis) on a 4-piece molecular cluster, C20H44BN4O5 overall in a non-equilibrium geometry.

## Properties
Max |F|, eV Å⁻¹: 1.23
Net charge: +1
LUMO, eV: -2.86
Gap between HOMO and LUMO, eV: 7.90
HOMO, eV: -10.75

Each line ends with the Mulliken charge.
Atoms and positions in Å:
C1 -1.90048 -0.54648 1.87466  -0.93
C2 -0.94365 -0.38252 0.66977  0.25
C3 -1.09914 -1.52166 -0.34333  -0.67
O1 -2.44458 -1.76165 -0.76182  -0.45
C4 -3.12966 -0.94046 -1.70078  1.10
C5 -4.22624 -0.19770 -0.93893  -1.22
C6 -5.23054 0.57718 -1.81873  -0.56
C7 -6.70536 0.10725 -1.69118  -0.72
N1 -7.71517 1.14957 -1.59149  -0.67
C8 -3.67619 -1.90912 -2.77821  -1.20
C9 -3.37331 -1.49960 -4.20782  -0.69
N2 -1.94093 -1.13272 -4.28792  -0.27
C10 -1.55628 -0.14025 -3.45089  0.23
N3 -0.47975 0.61348 -3.73719  -0.20
B1 0.11320 1.71812 -2.93216  0.29
C11 1.64035 1.99789 -3.03905  -0.93
O2 -0.76105 2.42393 -2.14466  -0.60
N4 -2.23672 0.07769 -2.29160  0.19
H1 -2.54625 0.33227 1.98939  0.29
H2 -1.34731 -0.66583 2.81121  0.00
H3 -2.55851 -1.41014 1.73863  0.31
H4 -1.09850 0.58179 0.17131  -0.03
H5 0.10115 -0.41778 1.00792  0.38
H6 -0.42851 -1.39297 -1.20848  0.23
H7 -0.80291 -2.46490 0.13279  0.44
H8 -3.73641 0.47051 -0.21805  0.20
H9 -4.74083 -0.97098 -0.35670  0.57
H10 -5.20837 1.63981 -1.53640  0.48
H11 -4.93101 0.54969 -2.87870  0.29
H12 -6.96000 -0.52036 -2.55678  0.30
H13 -6.79280 -0.51918 -0.79631  0.37
H14 -7.59059 1.87860 -2.28509  0.24
H15 -7.71084 1.58271 -0.67559  0.26
H16 -3.15278 -2.85809 -2.60733  0.40
H17 -4.74432 -2.11026 -2.63120  0.29
H18 -3.53431 -2.35839 -4.86684  0.40
H19 -3.98497 -0.66954 -4.58451  0.37
H20 -1.62230 -0.96054 -5.23502  0.34
H21 0.00043 0.39078 -4.60028  0.22
H22 1.80130 2.94721 -3.57685  0.36
H23 2.21931 1.21607 -3.53871  0.26
H24 2.04203 2.16748 -2.03173  0.36
H25 -0.68153 3.38084 -2.18156  0.32
H26 -2.53225 1.04044 -2.18471  0.41
C12 5.19542 -0.10898 -2.22715  -1.16
C13 5.32404 1.38301 -2.02543  0.90
O3 4.48337 2.01667 -1.42552  -0.54
C14 6.54981 2.03957 -2.60474  -1.18
H27 4.27868 -0.46604 -1.76190  0.25
H28 5.18355 -0.34323 -3.29344  0.34
H29 6.05079 -0.62382 -1.78706  0.41
H30 6.58823 1.87804 -3.68360  0.34
H31 7.45054 1.59785 -2.17464  0.35
H32 6.53156 3.10619 -2.39539  0.32
C15 1.03838 -1.58722 7.01425  -1.15
C16 0.33099 -1.12264 5.76788  0.97
O4 -0.36583 -1.87035 5.11626  -0.57
C17 0.55240 0.31952 5.38689  -0.68
H33 0.81721 -2.63591 7.19743  0.33
H34 2.11425 -1.44469 6.89554  0.23
H35 0.71826 -0.99006 7.87009  0.33
H36 1.61843 0.48384 5.22277  0.13
H37 0.21343 0.97891 6.18751  0.36
H38 0.00167 0.54839 4.47559  0.10
C18 6.10310 -0.48250 4.86287  -1.17
C19 4.68464 -0.21407 4.43278  0.80
O5 3.78435 -0.11686 5.23539  -0.51
C20 4.43964 -0.07302 2.95066  -0.99
H39 6.15247 -0.56375 5.94564  0.31
H40 6.46199 -1.40846 4.40965  0.34
H41 6.75469 0.32629 4.52677  0.33
H42 4.74786 -0.98519 2.43512  0.35
H43 5.01994 0.75746 2.54814  0.35
H44 3.38269 0.10888 2.76853  0.16

Cartesian forces (eV/Å) of the 3 atoms listed first:
0.08 0.24 -0.04
-0.17 -0.28 -0.05
0.17 0.06 0.15